{
  "formula": "C17H27F2N3O16",
  "method": "wB97M-V/def2-TZVPD",
  "symbols": ["F", "F", "O", "O", "O", "O", "O", "O", "O", "O", "O", "O", "O", "O", "O", "O", "O", "O", "N", "N", "N", "C", "C", "C", "C", "C", "C", "C", "C", "C", "C", "C", "C", "C", "C", "C", "C", "C", "H", "H", "H", "H", "H", "H", "H", "H", "H", "H", "H", "H", "H", "H", "H", "H", "H", "H", "H", "H", "H", "H", "H", "H", "H", "H", "H"],
  "positions_angstrom": [[-4.885, -3.468, -2.638], [5.497, 0.680, 3.408], [-2.657, -3.595, -0.241], [1.810, -2.095, -4.640], [-3.576, 4.076, 1.269], [-0.139, -1.652, 4.413], [0.368, -0.717, -3.831], [4.437, -0.177, 1.575], [1.980, 2.451, -1.583], [-0.870, 0.893, 0.247], [4.645, -2.197, 2.322], [-0.294, -0.909, 1.400], [-4.064, -2.029, -1.055], [-2.237, 5.198, 2.536], [0.747, 2.628, -3.489], [-0.792, 0.374, 3.929], [4.686, -1.889, 0.095], [-3.855, -2.209, 1.165], [-2.767, 4.173, 2.127], [-1.005, -0.820, 4.130], [1.509, -0.988, -4.184], [-0.901, 4.125, -2.843], [-2.354, -1.346, 3.759], [-0.154, 3.738, -1.620], [0.450, -2.141, 1.218], [4.626, -1.486, 1.239], [-2.627, -3.687, -1.668], [-3.775, -2.769, -2.178], [4.185, -1.362, 3.460], [-0.168, -0.044, 0.344], [-0.686, 2.998, -3.740], [-3.565, -2.614, 0.106], [2.621, -0.004, -3.940], [0.873, -0.614, -0.652], [1.106, -1.998, -0.200], [-2.283, 2.921, 2.797], [4.366, 0.065, 2.951], [1.013, 2.868, -2.180], [-3.493, -2.036, -2.995], [-1.753, -3.244, -2.090], [4.857, -1.573, 4.275], [2.235, 0.815, -3.328], [-1.344, 2.154, -3.526], [1.755, 0.041, -0.481], [-3.048, -0.573, 4.092], [-2.767, -4.742, -2.005], [-0.535, 5.076, -3.227], [3.537, 0.723, 3.212], [1.121, -2.281, 2.070], [0.663, -2.720, -0.895], [-0.694, 3.055, -0.895], [3.142, -1.642, 3.695], [2.954, 0.406, -4.868], [-2.238, -1.358, 2.707], [-0.647, 3.258, -4.783], [-1.603, 2.450, 2.074], [-1.892, 3.229, 3.737], [-1.943, 4.336, -2.728], [3.337, -0.647, -3.386], [-0.289, -2.915, 1.155], [-2.495, -2.316, 4.181], [0.620, -0.411, -1.699], [-3.173, 2.248, 3.012], [0.279, 4.532, -1.026], [2.146, -2.244, -0.086]],
  "forces_ev_per_a": [[0.62, 0.27, 0.57], [0.09, -0.41, -0.19], [-1.02, 0.87, 0.08], [-0.04, 1.51, 0.32], [-1.35, 0.16, -1.56], [-0.73, 0.98, 0.02], [0.54, 0.31, -0.30], [0.00, 1.45, -0.88], [-0.76, 0.28, -0.93], [-0.85, 1.89, -0.05], [-0.46, -0.65, 2.25], [0.31, 0.08, -0.08], [-0.46, -0.25, 0.91], [-0.41, 0.07, -0.50], [-0.73, -0.44, 0.51], [-0.29, -1.27, 0.76], [0.10, 0.80, 1.97], [0.11, -0.29, 1.07], [1.72, -0.19, 2.11], [1.23, 0.01, -0.59], [-0.44, -1.42, -0.21], [-0.72, 1.85, 0.45], [0.61, 1.45, 0.98], [0.94, -1.74, 1.58], [-0.25, 1.09, -1.28], [-0.33, 0.40, -2.41], [-1.38, -0.63, -1.05], [0.61, 0.30, -0.80], [0.53, -0.77, -0.37], [0.83, -2.72, -0.57], [1.97, -0.89, -1.10], [0.55, 0.05, -2.22], [-0.49, -0.79, 1.38], [0.24, 2.57, 0.84], [0.06, -1.66, 0.69], [-1.73, -1.01, -0.39], [-0.60, -0.95, -0.19], [-0.50, 0.48, 0.74], [-0.24, -1.11, 0.83], [1.09, -0.05, 0.12], [0.01, -0.13, 0.35], [0.05, -0.36, -0.02], [0.29, -0.12, -0.09], [-0.24, -0.36, -0.05], [-0.18, -0.39, -0.21], [0.19, 0.88, 0.41], [0.49, -0.11, -0.31], [-0.01, 0.00, -0.36], [-0.04, 0.07, -0.28], [0.08, 0.04, 0.23], [0.32, 0.71, -0.88], [0.51, 0.28, -0.15], [0.42, -0.20, -0.64], [-0.49, -0.17, -1.09], [-0.52, -0.09, -0.42], [-0.08, -0.01, 0.56], [0.82, 0.05, 0.39], [-0.83, -0.19, 0.48], [0.00, 0.84, -0.61], [-0.27, -0.60, 0.44], [-0.09, -0.46, 0.27], [-0.36, -0.35, 0.46], [1.08, 0.85, -0.68], [-0.04, 0.26, 0.03], [0.53, -0.10, -0.35]],
  "nbo_charge": [-0.349, -0.334, -0.491, -0.378, -0.364, -0.409, -0.403, -0.500, -0.597, -0.588, -0.474, -0.536, -0.496, -0.405, -0.519, -0.383, -0.586, -0.551, 0.542, 0.540, 0.530, -0.453, -0.467, -0.538, -0.065, 0.977, -0.136, 0.438, -0.138, 0.824, -0.060, 0.986, -0.491, -0.562, -0.437, -0.490, 0.435, 0.811, 0.175, 0.204, 0.224, 0.259, 0.196, 0.262, 0.226, 0.223, 0.215, 0.178, 0.191, 0.209, 0.267, 0.221, 0.237, 0.264, 0.205, 0.261, 0.229, 0.233, 0.245, 0.193, 0.229, 0.264, 0.223, 0.247, 0.238],
  "smiles": "O=C1OC[C@@H](F)O1.O=C1OC[C@@H](F)O1.C[N+](=O)[O-].C[N+](=O)[O-].C[N+](=O)[O-].O=C1CCCO1.O=C1CCCO1",
  "lumo_ev": 0.0
}